Entry 1:
Entry from OMol25: a molecular structure, C28H25BrNNdP at a distorted geometry (the ωB97M-V functional and the def2-TZVPD basis).

Results
Gap between HOMO and LUMO (alpha / beta) ... 6.79 / 6.83 eV
HOMO energy (alpha / beta) ... -4.157 / -4.204 eV

The geometry in ORCA input format:
```
! RIJCOSX wB97M-V def2-TZVPD def2/J DEFGRID3
* xyz -1 4
C -1.348 -0.826 -1.852
C -1.492 -1.871 -0.891
C -2.310 -1.371 0.181
H -1.054 -2.866 -0.950
C -2.624 -0.006 -0.108
C -2.033 0.322 -1.366
H -2.188 1.244 -1.918
H -0.856 -0.904 -2.819
H -2.627 -1.933 1.056
H -3.283 0.638 0.467
Nd 0.094 -0.359 0.638
Br 1.038 -2.774 1.554
C 2.286 1.351 0.253
C 1.393 2.083 -0.592
C 1.161 1.303 -1.763
H 1.042 3.096 -0.421
C 1.871 0.074 -1.637
C 2.565 0.094 -0.385
H 3.227 -0.677 -0.006
H 2.723 1.712 1.177
H 0.596 1.625 -2.630
H 1.926 -0.709 -2.386
N -0.278 0.696 2.450
P -0.066 0.666 3.999
C -1.277 -0.265 4.963
C -1.404 -1.633 4.676
C -2.331 -2.405 5.378
C -3.151 -1.832 6.356
C -3.033 -0.466 6.617
C -2.102 0.319 5.932
C 1.506 -0.054 4.608
C 1.568 -0.566 5.913
C 2.688 -1.272 6.344
C 3.762 -1.496 5.487
C 3.700 -1.007 4.182
C 2.590 -0.281 3.740
C -0.233 2.376 4.585
C -1.406 3.061 4.226
C -1.589 4.380 4.654
C -0.576 5.030 5.364
C 0.634 4.378 5.609
C 0.829 3.059 5.189
H -0.804 -2.083 3.879
H -2.427 -3.465 5.154
H -3.876 -2.448 6.898
H -3.687 -0.008 7.355
H -2.055 1.384 6.142
H 0.717 -0.454 6.583
H 2.705 -1.674 7.347
H 4.632 -2.060 5.819
H 4.515 -1.203 3.491
H 2.548 0.074 2.704
H -2.136 2.563 3.581
H -2.521 4.886 4.418
H -0.732 6.048 5.712
H 1.440 4.896 6.116
H 1.793 2.560 5.298
*
```

Entry 2:
Entry from OMol25: a molecular structure, C4H4Li2O3 at a distorted geometry (the ωB97M-V functional and the def2-TZVPD basis).

Results
Gap between HOMO and LUMO (alpha / beta) ... 8.11 / 9.82 eV
HOMO energy (alpha / beta) ... -12.132 / -14.403 eV

The geometry in ORCA input format:
```
! RIJCOSX wB97M-V def2-TZVPD def2/J DEFGRID3
* xyz 1 2
O -0.912 -0.205 0.139
C -0.495 1.018 -0.236
C 0.000 -1.035 0.791
O -1.330 1.792 -0.719
O 0.728 1.333 -0.080
C 0.882 -1.840 -0.046
Li 0.156 3.092 -0.903
H 0.193 -0.695 1.814
H 1.016 -1.797 -1.127
C 0.140 -2.718 0.813
H 0.577 -3.038 1.763
H -0.665 -3.314 0.376
Li 2.169 0.292 0.406
*
```